Record 1
116
Properties=species:S:1:pos:R:3:lowdin_spin:R:1 method="wB97M-V/def2-TZVPD" e_tot_ev=-90677.6058 spin_multiplicity=2 e_homo_ev="-13.15 / -13.14" mol_weight_g_mol=954.77 de_lowest_kcal_mol=0.00 total_charge=+2
N 1.19204 -1.39572 2.87870 0.00
Y -0.02831 0.07407 0.11123 0.00
C 3.12547 2.73806 2.06042 0.00
B 2.56304 -0.94286 2.27621 0.00
H -1.30695 4.89651 -1.38090 0.00
H -1.58596 2.48430 -0.61062 0.00
C 2.76129 0.31304 -4.79170 0.00
C 1.94979 -1.39776 -6.28020 0.00
C -2.09994 0.42775 -2.64929 0.00
H -0.72095 6.06689 -3.47200 0.00
C -1.53748 -4.00000 -3.03846 0.00
H -1.87108 -3.12757 -3.60552 0.00
C -0.86839 -2.00402 2.69400 0.00
H 5.10196 -1.40713 6.00879 0.00
N -2.50920 0.35656 1.32423 0.00
C 5.46989 0.78205 -1.27350 0.00
N 3.66867 -1.33957 4.51011 0.00
C 0.81004 -0.96210 -4.21395 0.00
H 3.96270 1.20463 3.45347 0.00
H 6.18302 -0.00148 -1.05122 0.00
N -0.56858 2.48563 -0.60683 0.00
C 3.32953 1.50033 2.63465 0.00
H 2.95582 3.56675 -2.14220 0.00
H 3.75617 -3.99380 -1.16403 0.00
C -0.31415 5.08535 -3.27159 0.00
N -0.76498 -2.27206 -0.78232 0.00
S -0.49975 1.93194 2.68109 0.11
C -3.26111 -0.96049 5.38072 0.00
H -2.56303 -2.73483 -0.14386 0.00
C -4.41246 0.00469 -3.02128 0.00
C 3.26962 -3.19910 -0.62837 0.00
C 2.87219 -0.40740 -5.97274 0.00
H -4.12439 0.93518 4.77632 0.00
N 0.08602 -1.29450 2.09065 0.00
H -0.28873 -2.26589 -1.68193 0.00
H 1.80690 3.18924 0.32766 0.00
N 3.75409 -1.23556 3.15407 0.00
C -1.80523 1.14975 3.34504 0.03
N 2.58419 0.59274 1.98343 0.00
H 3.89643 -0.60006 -1.65025 0.00
C 3.24112 1.44057 -1.92310 0.00
H -2.11800 -5.17997 0.17311 0.00
H -5.27734 -1.32558 0.65782 0.00
P 1.52988 0.95059 -2.33772 0.00
H 5.32260 -0.95628 1.74467 0.00
H -1.85164 -2.07108 2.25328 0.00
H 3.50251 1.06875 -4.55902 0.00
H 2.04240 -1.95813 -7.20043 0.00
C 1.04415 3.21946 -3.91972 0.00
C -4.54283 -0.15247 -1.64699 0.05
H -4.74390 -0.77993 2.26770 0.00
H -2.39444 -1.33004 5.92739 0.00
C -3.42290 -0.01745 -0.83885 0.00
C -3.24623 0.55198 5.29524 0.00
C 5.86481 2.11415 -1.23869 0.00
C 5.83638 -1.16865 3.90154 0.00
H 1.75525 -2.35583 -2.02842 0.00
H -5.57178 0.32798 1.18600 0.01
H -5.27250 -0.09595 -3.66903 0.00
N -2.81561 0.50086 2.60501 0.44
H 5.25251 4.14514 -1.54664 0.00
C 0.73909 2.54976 -2.73122 0.00
C 3.64803 2.77106 -1.89986 0.00
C 0.91720 -2.16538 3.94514 0.00
C -0.12669 3.16621 -1.82752 0.00
H 6.88191 2.37377 -0.97884 0.00
H -1.38362 1.60892 5.21607 0.00
N -2.11400 -2.69037 -1.05650 0.00
H -4.15309 -3.50578 -2.48311 0.00
H -0.54254 -4.98455 -0.62112 0.00
C 2.21354 2.49315 1.04379 0.00
H -3.26392 -1.42102 4.39236 0.00
C -0.40100 -2.57156 3.87226 0.00
H 0.02025 -1.22721 -3.51579 0.00
H 0.77649 4.96878 -5.12042 0.00
C 4.95221 3.10633 -1.55719 0.00
C -1.61127 -5.13347 -0.79357 0.00
H -0.93275 -3.19629 4.56661 0.00
H 6.90824 -1.11654 3.95952 0.00
C -3.16920 0.30744 -3.53189 0.05
H 1.68402 -2.35673 4.67270 0.00
C -3.56133 -0.07305 0.63037 0.21
N 1.89114 -1.49902 -0.11359 0.00
H -0.44637 -3.98397 -2.96590 0.00
H -1.79334 -4.89005 -3.61199 0.00
C 1.71614 0.05508 -3.90796 0.00
C -0.63985 4.43058 -2.09582 0.00
C 0.52434 4.47093 -4.19460 0.00
H -3.25400 0.97886 6.29732 0.00
N 1.87395 1.20377 1.00258 0.00
C 2.23193 -2.37708 -1.05918 0.00
H 3.58384 3.67113 2.33236 0.00
N -2.04746 1.10176 4.64791 0.03
C 5.05629 -1.10708 2.77785 0.00
H -3.00919 0.46107 -4.58949 0.00
N 2.72019 -1.72517 0.92935 0.00
H -3.89751 -5.24850 -2.29923 0.00
H -5.50865 -0.36342 -1.21715 0.00
C -3.71387 -4.27522 -1.84719 0.00
H -0.26873 -2.96592 -0.21833 0.00
H 1.70596 2.75027 -4.63726 0.00
N -2.20163 0.25711 -1.33564 0.03
C -2.21902 -4.04262 -1.67442 0.00
C 0.91929 -1.68146 -5.39403 0.00
C 3.54242 -2.75098 0.64821 0.00
H -1.71081 -6.11045 -1.26544 0.00
H 0.21050 -2.46922 -5.61379 0.00
H -1.12118 0.68643 -3.03305 0.00
C 4.91024 -1.31537 4.95186 0.00
H 3.68825 -0.19923 -6.65124 0.00
C 4.16987 0.44611 -1.61200 0.00
H 4.25647 -3.09834 1.37411 0.00
C -4.85585 -0.49888 1.22670 0.02
H -0.31954 3.02741 0.22098 0.00
H -4.15798 -1.27994 5.91006 0.00
H -4.22858 -4.26291 -0.88301 0.00

---

Record 2
116
Properties=species:S:1:pos:R:3:mulliken_charge:R:1 method="wB97M-V/def2-TZVPD" e_tot_ev=-92591.6911 e_homo_ev=-2.49 mol_weight_g_mol=1067.99 de_lowest_kcal_mol=0.00 total_charge=-2
C 2.89898 -2.45559 0.71960 0.83
H -3.08282 -5.03741 3.59263 0.36
C -3.90650 -0.18297 -2.16091 0.03
C -6.20798 -0.89303 -2.21473 -0.69
C -1.15968 1.27044 -3.94973 -0.14
H 8.38831 0.90844 -2.58702 0.39
P 5.73869 3.04222 0.69758 -0.15
H 2.45455 3.49154 0.67677 -0.46
Rb 0.65284 0.44534 -0.62792 0.48
H -0.44991 3.82639 2.59622 0.32
H -1.89908 -5.75159 1.56120 0.36
C -3.62116 3.50853 -3.04543 -0.92
H 6.25461 1.36099 -1.41827 0.26
C 0.02658 -4.07053 4.40790 0.54
H 7.22790 3.59573 3.00302 0.20
H -5.33045 -2.46287 2.06399 0.25
N 1.97063 -4.06947 3.45907 0.75
O 6.19604 2.12824 1.97472 -0.12
C 2.00315 -3.28426 -0.13226 -0.50
H 3.03577 -4.92613 1.90066 0.59
C -6.14984 -4.85629 1.05952 -1.69
C -4.35411 6.20994 -2.94581 -0.36
C -4.87382 -1.14784 -1.91842 -0.41
H -0.99654 -4.97381 -0.99820 0.14
C -2.51722 -2.70212 0.19376 2.95
H 4.63700 -1.91018 3.40125 0.41
N 0.95029 -3.51162 5.26758 -0.67
H 3.98868 -4.31413 3.26746 0.31
C 7.19828 1.65182 -0.95576 0.08
C 0.76749 4.14863 -0.49564 0.10
H -2.90173 -0.09018 1.05308 0.05
C 1.41106 3.76506 0.83791 0.30
H -2.95596 1.17652 -4.98159 0.28
C -3.17356 -0.85869 1.78168 -1.53
C -1.97278 1.95110 -2.01797 -0.57
H 8.05666 2.65087 -2.64948 0.30
H -0.71602 2.06801 2.66603 0.21
C 3.14712 -4.10924 2.61087 -1.43
C -4.60880 -2.88199 1.36844 -1.38
H -5.88268 2.24896 -3.43373 0.45
C -4.88726 -4.09267 0.74758 1.03
C -1.23342 -1.93328 -0.09084 -0.54
H -1.85449 -3.95378 5.46418 0.41
H 0.97947 -3.22842 0.24360 -0.48
H -4.17939 -5.52068 -0.68620 0.25
H -7.60224 0.53629 -3.00538 0.38
O -0.43161 0.76451 -4.78645 -0.83
H 2.42010 5.32657 -2.16808 0.33
H 0.51020 -5.36123 1.26808 0.36
H 8.86823 2.49564 1.49747 0.18
H 1.37931 4.61825 1.52721 0.21
H 2.00968 -2.88223 -1.14288 0.36
C 4.06626 -0.83587 1.53167 -0.61
O 7.04040 2.90144 -0.27934 -0.21
O 1.42437 3.59654 -1.62064 -0.10
Te 5.64383 5.33147 1.26716 -0.48
C -6.56533 0.32914 -2.76522 -0.82
H -4.60679 3.34524 -1.15196 0.45
H -6.96331 -1.64468 -2.01591 0.44
C -3.96820 -4.58566 -0.17124 -1.17
C 0.68014 -4.44278 3.23755 1.32
H -5.27422 5.71773 -1.06769 0.36
H 4.50016 0.15359 1.55718 0.49
H -4.57862 -2.09835 -1.48783 0.51
C 2.62386 4.27049 -1.94059 -0.51
H -6.84189 -4.24662 1.64181 0.40
H -1.41423 -3.66213 -2.09553 0.29
O -2.12694 2.24331 -0.82878 -0.60
C -3.61553 5.72227 -4.01340 -0.87
H -5.93511 -5.75913 1.63881 0.29
H -2.33700 -5.18439 -2.13435 0.44
N 2.08953 -3.52194 4.68815 -0.67
O 0.81075 2.63420 1.46557 -0.16
H -6.66088 -5.16970 0.14659 0.35
C -4.71485 5.34583 -1.91827 -0.94
C -2.01346 -4.88496 3.52990 -0.48
C -1.34667 -4.27930 4.56573 -0.79
C -1.33421 -5.28731 2.35831 -0.43
H -2.86668 -0.40772 -1.93525 0.32
H -4.05733 -0.51905 2.32447 0.48
C 4.16214 -1.83811 2.43764 -0.48
C -2.79111 -3.90275 -0.46647 0.86
C 7.22043 2.50980 2.88502 -0.28
O 4.58138 2.33002 0.10406 -0.21
H 3.03420 3.78610 -2.82600 0.22
C -4.34967 4.00957 -1.96670 0.10
N -2.47431 1.67137 -4.25052 -0.27
C -3.16149 2.05801 -3.04453 3.45
H -2.33492 -0.94862 2.47360 0.21
H 7.46392 0.87346 -0.23200 0.21
C 8.58247 2.01140 2.43199 -0.99
N 3.39733 -2.87698 1.92819 0.33
H -3.31058 6.38843 -4.81211 0.40
C -5.59505 1.29544 -3.00777 -0.20
H 0.74021 5.24395 -0.58805 0.26
H 2.32607 -4.32913 -0.17219 0.42
O -1.07031 -1.52233 -1.26226 -0.98
H -2.65654 3.99919 -4.88072 0.41
C -0.46758 2.89987 2.00641 -0.53
H 9.25320 2.02279 -1.50947 0.30
H 6.95168 2.06786 3.84711 0.29
C -3.24891 4.38185 -4.05983 -0.47
C -4.25896 1.05482 -2.70249 -0.67
H -0.25747 3.77423 -0.53952 -0.29
H -1.23518 2.97635 1.23195 0.17
O -0.45233 -1.77885 0.88007 -0.89
H 8.56206 0.93095 2.27253 0.23
H 3.36414 4.21594 -1.13879 0.00
H 9.33621 2.23792 3.19097 0.41
C 8.29312 1.81691 -1.98739 -1.34
C 0.01151 -5.07564 2.18399 -0.81
H -4.63524 7.25565 -2.90573 0.38
N 3.27474 -1.22877 0.47122 -0.41
C -1.83313 -4.46305 -1.48826 -1.79
N -0.86684 1.54217 -2.63459 0.11
C -3.43578 -2.17930 1.10736 0.98